Computed, not measured: C4H7OSr as an isolated structure, with the ωB97M-V functional and the def2-TZVPD basis.

**Gap between HOMO and LUMO**: 7.90 eV
**Net charge**: +1
**Energy**: -7136.478 eV
**LUMO**: -4.1939 eV
**Spin multiplicity**: 1
**ΔE to the lowest compared entry with this formula, charge and spin**: 0.00 kcal/mol

Each line ends with the Mulliken charge.
Atoms and positions in Å:
C: 0.760 1.310 -1.068  -0.514
C: 0.171 0.815 0.260  0.051
C: -0.388 -0.509 0.263  -0.130
O: -1.297 -0.857 1.026  -0.624
Sr: -2.860 -2.783 1.555  1.393
H: 0.658 0.653 -1.932  0.261
H: -0.298 1.542 0.922  0.363
H: 0.582 2.367 -1.261  0.263
H: 0.078 -1.259 -0.403  0.288
C: 1.682 0.923 0.010  -0.522
H: 2.235 -0.012 -0.084  0.263
H: 2.170 1.698 0.598  0.262
H: -3.494 -3.889 0.112  -0.355